# 1
ORCA calculation (ωB97M-V with the def2-TZVPD basis set) on a molecular structure, C16H26N6O3PtS in a non-equilibrium geometry.

```
53
Properties=species:S:1:pos:R:3:lowdin_charge:R:1
Pt 0.20689 -0.44632 -0.58651 1.27
C 2.67823 2.12765 3.60326 0.02
N 1.74677 1.09405 3.15368 -0.09
C 1.26499 0.15822 4.16617 0.03
C 1.30776 1.03633 1.91946 -0.37
O 0.50345 0.13510 1.53393 -0.09
C 1.80204 2.09591 0.93977 -0.08
O 1.10383 1.98899 -0.30204 -0.26
C 0.29992 3.07269 -0.70285 -0.07
C -1.11718 2.57898 -0.93206 -0.26
O -1.37183 1.38519 -0.87496 0.06
N -2.11918 3.49812 -1.24895 0.02
C -1.90893 4.92037 -1.28082 0.07
C -3.45255 3.04755 -1.55990 0.07
H 3.13612 1.80731 4.53484 0.12
H 2.16620 3.07141 3.80878 0.12
H 3.47038 2.31067 2.87887 0.11
H 0.84012 0.70976 5.00612 0.12
H 2.09503 -0.42599 4.56599 0.12
H 0.51384 -0.50830 3.75999 0.09
H 2.86137 1.92147 0.73868 0.15
H 1.70398 3.09267 1.37162 0.15
H 0.68466 3.44969 -1.65947 0.18
H 0.32563 3.88562 0.02609 0.16
H -0.86285 5.20771 -1.33393 0.12
H -2.36071 5.37958 -0.38316 0.17
H -2.45723 5.35119 -2.12691 0.16
H -3.61530 2.03092 -1.22196 0.10
H -3.60995 3.08377 -2.65185 0.17
H -4.19112 3.72912 -1.12636 0.15
C 0.45982 -5.03156 -1.20661 0.04
C 0.12452 -3.60229 -0.98091 -0.19
N 0.97774 -2.64362 -0.92226 -0.03
N 2.31435 -2.87621 -1.03633 0.04
C 3.14446 -1.87376 -1.33128 -0.69
N 4.42623 -2.08781 -1.47471 0.21
S 2.48693 -0.28383 -1.53527 0.86
C -1.27490 -3.17387 -0.83692 -0.19
C -2.32782 -4.07461 -0.84604 0.07
C -3.63684 -3.60446 -0.80049 0.05
C -3.86290 -2.24322 -0.73389 0.03
C -2.76136 -1.39422 -0.68734 -0.07
N -1.51509 -1.84986 -0.73915 -0.01
H 1.45575 -5.19355 -1.61189 0.10
H -0.24119 -5.49032 -1.90252 0.12
H 0.37693 -5.58502 -0.26425 0.14
H 2.66416 -3.82309 -0.94501 0.18
H 4.84593 -3.00979 -1.41145 0.17
H 5.06728 -1.34489 -1.72495 0.15
H -2.14452 -5.13876 -0.88804 0.14
H -4.46689 -4.29916 -0.82778 0.15
H -4.86487 -1.83820 -0.71327 0.14
H -2.89210 -0.32734 -0.59513 0.10
```

Calculated values
net charge: +4
total energy: -1695.39227 hartree
2S+1: 5
E_HOMO (alpha / beta): -20.97 / -20.90 eV
orbital gap (alpha / beta): 8.887 / 4.671 eV
F_max: 0.0335 Eh/bohr


# 2
ORCA calculation (ωB97M-V with the def2-TZVPD basis set) on 2 unconnected molecules or ions with the total composition C4H11NO2 in a non-equilibrium geometry.

```
18
Properties=species:S:1:pos:R:3:lowdin_charge:R:1
C -1.00957 -2.07512 -0.64842 -0.08
C -0.57606 -1.06973 0.38741 -0.41
C 0.71605 -0.34316 0.02988 -0.06
N -0.48973 -1.57875 1.77411 0.05
C -0.59009 -0.72502 2.79864 -0.38
O -0.87106 0.46053 2.68637 0.01
H -1.84829 -2.73951 -0.44009 0.07
H -0.31841 -2.77033 -1.14354 0.08
H -1.35459 -1.45049 -1.48750 0.09
H -1.37577 -0.32833 0.41472 0.13
H 1.24792 -0.02375 0.92276 0.07
H 1.46298 -1.08030 -0.34119 0.08
H 0.71586 0.35839 -0.80373 0.08
H -0.20270 -2.53619 1.86351 0.14
H -0.53903 -1.15124 3.79425 0.12
O 2.05109 4.42484 -5.16612 -0.08
H 2.84826 4.93409 -4.97470 0.03
H 2.15576 3.95769 -6.02395 0.05
```

Calculated values
SMILES string: CC(C)NC=O.O
total energy: -364.23109 hartree
E_HOMO: -9.69 eV
orbital gap: 10.616 eV
F_max: 0.0471 Eh/bohr


# 3
ORCA calculation (ωB97M-V with the def2-TZVPD basis set) on 2 unconnected molecules or ions with the total composition C6H12O in a non-equilibrium geometry.

```
19
Properties=species:S:1:pos:R:3:lowdin_charge:R:1
C -1.98359 2.03870 1.70064 -0.14
C -1.02519 0.83904 1.47162 -0.21
C -0.36760 0.37428 0.30334 -0.09
C 0.25071 -1.01417 0.69308 -0.18
C 1.53288 -1.39267 0.57291 -0.18
C 2.06062 -2.56856 1.48111 -0.11
H -2.16628 2.44645 0.66718 0.07
H -1.46164 2.73602 2.39927 0.06
H -3.07364 1.70649 2.09203 0.11
H -0.80447 0.23432 2.47191 0.12
H -0.39992 0.92965 -0.68952 0.11
H -0.51488 -1.65170 1.30628 0.13
H 2.25361 -0.61354 0.32638 0.10
H 1.39982 -3.43233 1.49084 0.05
H 2.94158 -2.87917 0.82893 0.07
H 2.27150 -2.10192 2.47192 0.08
O -0.39416 1.36717 -5.00520 -0.06
H -0.41742 0.37012 -5.14378 0.08
H 0.31800 1.65852 -5.51607 -0.01
```

Calculated values
SMILES string: C/C=C/C=C/C.O
total energy: -310.92948 hartree
E_HOMO: -8.47 eV
orbital gap: 9.382 eV
F_max: 0.0806 Eh/bohr


# 4
ORCA calculation (ωB97M-V with the def2-TZVPD basis set) on C5H12OS2 in the gas phase in a non-equilibrium geometry.

```
20
Properties=species:S:1:pos:R:3:lowdin_charge:R:1
C -3.35703 0.97666 -2.06623 -0.21
C -2.00815 0.35103 -2.40876 -0.57
S -0.73069 1.47156 -1.71717 0.47
S 0.74358 0.53283 -0.67503 0.48
C 0.40933 0.09131 1.06546 -0.51
C 1.41010 -1.05057 1.32214 -0.27
C 2.90304 -0.52404 1.60336 -0.23
O 3.35582 -1.15729 2.79416 -0.08
H -3.76970 1.52242 -2.92651 0.07
H -3.44634 1.66447 -1.22334 0.05
H -4.03683 0.16973 -1.74859 0.07
H -2.07100 -0.69476 -2.13715 0.07
H -1.82094 0.39864 -3.48811 0.06
H -0.59300 -0.06890 1.43559 0.08
H 0.88621 0.94580 1.55963 0.05
H 1.48389 -1.67913 0.44294 0.07
H 1.15302 -1.75860 2.10402 0.10
H 3.57677 -1.05582 0.92310 0.12
H 2.86750 0.55865 1.57837 0.10
H 3.04441 -0.69395 3.56210 0.07
```

Calculated values
SMILES string: CCSSCCCO
total energy: -1069.26518 hartree
E_HOMO: -8.57 eV
orbital gap: 9.459 eV
F_max: 0.0638 Eh/bohr


# 5
ORCA calculation (ωB97M-V with the def2-TZVPD basis set) on a gas-phase ion, C4H5N2O3 (charge -1) in a non-equilibrium geometry.

```
14
Properties=species:S:1:pos:R:3:lowdin_charge:R:1
C -0.35451 -0.31924 1.31607 -0.16
O -0.34288 0.85669 0.53184 -0.19
C 0.76907 0.96974 -0.46456 -0.17
C 0.62748 0.36099 -1.84055 -0.05
N 1.75650 -0.18812 -2.23640 -0.36
O 1.95026 -0.73917 -3.35551 -0.12
N 2.81975 0.06168 -1.40268 0.11
C 2.36718 0.62947 -0.30260 -0.53
O 2.88407 0.86326 0.76366 -0.02
H -0.61737 -1.27289 0.66844 0.09
H -1.23452 -0.36921 2.09847 0.09
H 0.70320 -0.46511 1.76764 0.10
H 0.75784 2.00285 -0.70944 0.12
H -0.22728 0.30005 -2.43303 0.09
```

Calculated values
SMILES string: CO[C@@H]1C=[N+]([O-])N=C1[O-]
net charge: -1
total energy: -490.57067 hartree
E_HOMO: -3.80 eV
orbital gap: 7.580 eV
F_max: 0.0651 Eh/bohr


# 6
ORCA calculation (ωB97M-V with the def2-TZVPD basis set) on a molecular structure, C3H5NaO3 in a non-equilibrium geometry.

```
12
Properties=species:S:1:pos:R:3:lowdin_charge:R:1
O -0.00932 1.11102 0.29329 0.03
C 0.78351 0.02719 0.43529 -0.64
C -1.23472 0.74590 -0.35149 -0.11
O 1.75968 0.05293 1.19179 -0.12
O 0.03985 -1.09191 0.30318 0.02
C -1.26559 -0.78150 -0.19573 -0.11
H -1.20200 1.06795 -1.39974 0.13
H -2.05848 1.24853 0.16513 0.13
H -1.42768 -1.30740 -1.14282 0.13
H -1.99703 -1.11910 0.54773 0.13
Na 3.97129 0.05229 1.00765 0.46
H 2.64049 -0.00591 -0.85429 -0.06
```

Calculated values
total energy: -505.24286 hartree
E_HOMO (alpha / beta): -5.97 / -5.97 eV
orbital gap (alpha / beta): 5.622 / 5.623 eV
F_max: 0.0838 Eh/bohr


# 7
ORCA calculation (ωB97M-V with the def2-TZVPD basis set) on 3 unconnected molecules or ions with the total composition H3NO3PS in a non-equilibrium geometry.

```
9
Properties=species:S:1:pos:R:3:lowdin_charge:R:1
N -0.16471 2.50500 -0.01094 -0.40
O 3.32297 -0.31044 1.24535 -0.61
O 2.89105 -1.60791 -0.71628 -0.52
O 1.80322 0.89429 -0.66944 -0.74
P 1.15002 1.78177 0.52969 0.62
S 3.32726 -0.29081 -0.24385 0.66
H 1.13759 -0.89484 2.37359 0.01
H -0.44961 2.23950 -0.99893 -0.05
H 0.28567 -0.66813 2.71836 0.02
```

Calculated values
net charge: -1
total energy: -1021.85256 hartree
E_HOMO: -5.21 eV
orbital gap: 9.062 eV
F_max: 0.0777 Eh/bohr


# 8
ORCA calculation (ωB97M-V with the def2-TZVPD basis set) on C3H3N3S in the gas phase in a non-equilibrium geometry.

```
10
Properties=species:S:1:pos:R:3:lowdin_charge:R:1
H -0.00509 1.31955 2.42461 0.11
N 0.70681 0.73569 1.81493 0.13
C 0.34727 0.25213 0.69480 -0.40
C 1.11294 -0.78778 -0.04297 -0.03
N 0.40835 -1.20836 -1.08813 0.05
C -0.74947 -0.37169 -1.26026 -0.91
S -1.59767 -0.36084 -2.64537 0.69
N -0.91968 0.33513 -0.03702 0.08
H 2.19901 -1.06910 0.16727 0.15
H -1.50246 1.15527 -0.02787 0.13
```

Calculated values
SMILES string: [H]/N=C1/C=NC(=S)N1
total energy: -678.53328 hartree
E_HOMO: -9.20 eV
orbital gap: 7.801 eV
F_max: 0.0587 Eh/bohr